# 1
Formula: C4H6ClP
Source: the Open Molecules 2025 dataset
Level of theory: the ωB97M-V functional and the def2-TZVPD basis

Geometry (Å):
1 C 2.70648 0.68687 0.03435
2 C 1.43249 0.84165 0.00772
3 C -3.39316 -1.03210 -0.15017
4 C 0.64919 -0.34773 -0.31014
5 P -1.11741 -0.48438 -0.17703
6 Cl -1.64679 1.40212 -0.14411
7 H 3.25429 1.52696 0.28714
8 H 3.21631 -0.22176 -0.19782
9 H 0.71355 1.65385 -0.05841
10 H -3.28986 -2.11733 0.05454
11 H -3.82752 -0.64848 0.90405
12 H 1.30243 -1.25967 -0.25011

Properties
- net charge = 0
- relative energy (zero: lowest compared OMol25 entry of this formula, charge and spin) (kJ/mol) = 495.1
- E_LUMO (alpha / beta) (eV) = -0.819 / -0.819
- gap between HOMO and LUMO (alpha / beta) (eV) = 7.52 / 7.51
- electronic energy (a.u.) = -957.329561

=====

# 2
Formula: C26H56ClEuF6GeN7O4SbSi3
Source: the Open Molecules 2025 dataset
Level of theory: the ωB97M-V functional and the def2-TZVPD basis

Geometry (Å):
1 Eu 11.03106 10.24234 11.75817
2 C 13.09303 7.86618 14.64271
3 N 14.10903 8.82121 14.26437
4 C 15.50002 8.75857 14.81968
5 C 16.21611 9.75297 13.93976
6 N 15.46675 9.71377 12.71992
7 C 15.74978 10.73402 11.77245
8 C 14.19848 9.24551 12.96439
9 N 13.20802 9.18724 12.16350
10 C 13.47863 8.98662 10.72746
11 C 12.64902 7.81625 10.16467
12 N 11.26807 8.17504 9.89460
13 C 10.57710 7.44227 9.07506
14 N 10.98751 6.32970 8.35650
15 C 11.94763 5.35802 8.79922
16 C 9.79610 5.74551 7.71718
17 C 8.79757 6.88439 7.61272
18 N 9.29100 7.77218 8.73564
19 C 8.79274 9.12966 8.76979
20 H 12.30226 8.34880 15.32173
21 H 13.63102 7.08264 15.22407
22 H 12.62391 7.39126 13.76821
23 H 15.95319 7.76866 14.71793
24 H 15.47894 8.91412 15.88460
25 H 17.26078 9.45826 13.85676
26 H 16.19861 10.79636 14.30039
27 H 15.00550 11.49190 11.73823
28 H 15.86518 10.40631 10.72502
29 H 16.65658 11.28414 12.07142
30 H 14.51658 8.71927 10.58619
31 H 13.25199 9.94010 10.18842
32 H 12.76336 7.06125 10.96584
33 H 13.17168 7.39810 9.28260
34 H 11.99175 5.35920 9.90249
35 H 12.93775 5.49943 8.43189
36 H 11.62218 4.37993 8.47838
37 H 9.42142 4.89517 8.33562
38 H 10.01920 5.35131 6.73132
39 H 7.78226 6.57000 7.82970
40 H 8.86856 7.43485 6.69137
41 H 7.98504 9.27984 8.08115
42 H 9.59740 9.81118 8.46583
43 H 8.36921 9.40140 9.79020
44 O 10.82074 11.58145 13.98487
45 Cl 10.40480 12.62239 14.89640
46 O 11.44214 13.59799 15.17309
47 O 10.17625 11.88695 16.21019
48 O 9.24250 13.20583 14.49728
49 C 11.24400 9.08072 18.54774
50 Si 9.95326 10.42739 19.02349
51 C 9.79757 10.65022 20.87194
52 C 8.29051 9.98130 18.35501
53 Ge 10.81418 12.42237 17.99444
54 Si 9.41473 14.48952 18.36441
55 C 10.35867 16.05410 18.16709
56 C 9.07708 14.32694 20.16855
57 C 7.93267 14.08636 17.25180
58 Si 13.24823 12.67187 18.09312
59 C 13.66840 14.42320 17.76438
60 C 13.84354 12.18112 19.80005
61 C 13.83415 11.55114 16.71782
62 H 11.32964 8.35539 19.38848
63 H 12.22173 9.51587 18.35681
64 H 10.82816 8.58726 17.64629
65 H 8.91097 11.22795 21.20906
66 H 10.66477 11.31578 21.18932
67 H 9.89624 9.73462 21.42309
68 H 7.79022 9.23554 18.93342
69 H 8.31166 9.63164 17.28887
70 H 7.68918 10.91102 18.44096
71 H 10.99278 16.03645 17.25776
72 H 11.05005 16.13389 19.04459
73 H 9.79230 16.96107 18.12659
74 H 10.07123 14.34369 20.67356
75 H 8.54958 13.43397 20.51204
76 H 8.54819 15.18842 20.57401
77 H 8.17592 14.16206 16.18612
78 H 7.16712 14.82247 17.49504
79 H 7.54184 13.11586 17.48585
80 H 13.15011 15.01304 18.45132
81 H 13.42086 14.76770 16.73188
82 H 14.71315 14.62158 17.98869
83 H 14.57404 12.99850 20.04196
84 H 14.35180 11.20772 19.77641
85 H 13.05000 12.15075 20.56378
86 H 13.26840 11.92628 15.85774
87 H 13.59065 10.52048 17.03108
88 H 14.88945 11.60967 16.54166
89 C 6.64922 8.66929 14.38218
90 C 6.86054 9.91472 13.88759
91 C 8.01712 10.17392 13.15590
92 N 9.02003 9.23718 13.02810
93 C 8.83518 8.07497 13.58550
94 C 7.65015 7.71466 14.19427
95 H 5.64534 8.30232 14.81560
96 H 6.13461 10.68352 13.96152
97 H 8.19556 11.22874 12.86220
98 H 9.64571 7.33314 13.41407
99 H 7.58914 6.65252 14.49981
100 F 9.54623 12.04397 10.66930
101 Sb 10.75395 13.33628 9.73189
102 F 9.93191 12.48594 8.22313
103 F 11.86074 11.69018 9.73486
104 F 11.95058 14.43119 8.90202
105 F 9.47919 14.68130 9.67001
106 F 11.22736 13.59813 11.53215

Properties
- 2S+1 = 8
- expectation value of S² = 15.759
- net charge = +1
- E_LUMO (alpha / beta) (eV) = -1.981 / -1.978
- gap between HOMO and LUMO (alpha / beta) (eV) = 7.93 / 8.52
- electronic energy (a.u.) = -6663.739287

=====

# 3
Formula: C2H7NO2P
Source: the Open Molecules 2025 dataset
Level of theory: the ωB97M-V functional and the def2-TZVPD basis

Geometry (Å):
1 C 1.69345 -0.27592 0.55464
2 C 0.77296 -0.55149 -0.71999
3 N -1.51783 1.27640 0.34984
4 O -2.74371 -0.43220 -1.43088
5 O -2.28611 -0.96430 1.11387
6 P -1.87163 -0.33944 -0.15952
7 H 1.67200 0.70701 0.91616
8 H 1.35084 -0.93170 1.30958
9 H 2.66161 -0.41110 0.15599
10 H 1.16908 -1.37392 -1.17707
11 H 0.95611 0.32417 -1.47941
12 H -0.80168 1.07008 0.97544
13 H -1.05509 1.90240 -0.40866

Properties
- net charge = -1
- relative energy (zero: lowest compared OMol25 entry of this formula, charge and spin) (kJ/mol) = 187.3
- E_LUMO (alpha / beta) (eV) = 4.061 / 4.061
- gap between HOMO and LUMO (alpha / beta) (eV) = 7.72 / 7.72
- electronic energy (a.u.) = -627.028691

=====

# 4
Formula: C3H10BBeCl6
Source: the Open Molecules 2025 dataset
Level of theory: the ωB97M-V functional and the def2-TZVPD basis

Geometry (Å):
1 Be 2.85845 0.72569 2.34632
2 B 1.15171 0.16357 0.95611
3 H 0.17483 -0.26427 0.52561
4 H 1.62906 0.90462 0.21006
5 H 0.88547 0.68684 1.98922
6 H 1.90381 -0.71894 1.18342
7 C 0.05678 1.34178 -2.16984
8 Cl -0.45758 0.79211 -3.77699
9 Cl 0.15267 3.09009 -1.96166
10 H -0.68194 1.03145 -1.43632
11 H 1.03744 0.91490 -1.98681
12 C -2.05986 0.57667 2.00306
13 Cl -2.63490 1.29031 0.49965
14 Cl -2.91424 1.25895 3.39550
15 H -2.17338 -0.49638 1.88694
16 H -1.05897 0.93153 2.20460
17 C 0.32641 -2.39275 -1.03738
18 Cl -0.24725 -3.76243 -1.99124
19 Cl 1.98589 -1.90734 -1.49579
20 H -0.28295 -1.55664 -1.36879
21 H 0.34855 -2.60977 0.02431

Properties
- net charge = +1
- relative energy (zero: lowest compared OMol25 entry of this formula, charge and spin) (kJ/mol) = 0.0
- E_LUMO (eV) = -9.956
- gap between HOMO and LUMO (eV) = 3.26
- electronic energy (a.u.) = -2920.530974

=====

Question: Which of these has the highest electronic energy?
Answer: C2H7NO2P

=====

Question: Among the records above, which one has the lowest net charge?
Answer: C2H7NO2P